1.
Entry from the OMol25 dataset: C17H25F3N5O3PSZr as an isolated structure (ωB97M-V/def2-TZVPD).

Structure (XYZ):
```
56
Properties=species:S:1:pos:R:3:forces:R:3:mulliken_charge:R:1
Zr -1.050537 -0.087432 -1.277114 -0.5 -4.2 0.4 0.949
N -3.168606 0.366160 -0.512956 1.2 -0.9 2.7 -0.613
C -4.153652 0.169471 -1.551578 -0.7 -0.1 -1.7 -0.434
C -3.457548 0.115977 -2.976464 -3.3 0.6 -1.2 0.419
O -4.050962 0.417115 -4.006280 1.7 -0.5 2.3 -0.558
O -2.253292 -0.396917 -2.887409 1.3 0.6 0.8 -0.640
H -3.354810 -0.279143 0.329261 0.3 1.3 -1.5 0.337
H -3.079131 1.323030 -0.123191 -0.7 -0.5 -0.4 0.355
H -4.952953 0.895214 -1.490208 0.0 0.3 -0.3 0.424
H -4.649608 -0.798886 -1.430305 0.3 0.0 0.0 0.324
F 1.326218 -3.766089 1.495764 0.2 -0.3 -0.8 -0.150
C 1.554110 -4.402257 0.309431 0.1 -1.4 0.7 0.604
F 2.760430 -5.071285 0.440122 -1.5 1.6 -0.6 -0.275
F 0.635352 -5.394374 0.180782 0.5 1.2 0.0 -0.232
C 1.467678 -3.381927 -0.844073 -0.4 -0.3 -0.2 -0.266
C 2.567848 -3.243173 -1.703028 -0.3 -1.6 1.7 -0.164
C 2.557152 -2.373385 -2.742936 0.9 1.4 -1.4 -0.966
C 1.455734 -1.611768 -2.937063 -0.5 1.1 -0.5 0.000
N 0.401371 -1.688470 -2.111729 -1.4 0.7 0.4 -0.080
C 0.279080 -2.601899 -1.110823 1.1 -0.1 0.7 0.725
S -1.305964 -2.507599 -0.216692 1.7 0.4 -1.0 -0.214
H 3.426355 -3.893979 -1.561534 -0.1 0.2 0.3 0.537
H 3.416580 -2.113182 -3.363173 -0.1 -0.8 0.1 0.423
H 1.422413 -0.889066 -3.787927 -0.2 -0.6 1.0 0.170
C 1.632249 1.932415 3.506210 0.6 0.1 1.3 -0.797
N 2.142372 0.574176 3.129473 -1.9 -0.2 0.3 0.106
C 1.449129 -0.372200 4.054891 -0.5 -0.5 -0.1 -0.974
N -0.058294 -0.346461 4.038499 1.6 0.7 -0.6 0.126
C -0.475167 1.032527 4.384167 0.6 -0.7 0.3 -0.941
N 0.139668 2.108881 3.531711 0.1 -1.0 0.0 0.109
C -0.467851 2.011020 2.234988 -0.9 -1.4 -0.6 -1.131
P -0.029162 0.360983 1.398523 -0.4 -0.6 0.3 1.980
C 1.850849 0.219884 1.712902 -0.5 1.7 0.3 -0.949
C -0.593507 -0.843323 2.795396 -1.1 1.8 -0.2 -0.951
H 2.160234 2.675738 2.890084 -0.7 -0.1 0.0 0.372
H 1.989870 2.131713 4.575356 -0.5 -0.4 -1.5 0.302
H 1.689664 -0.148939 5.087950 0.4 0.3 0.0 0.356
H 1.799897 -1.387672 3.863972 -0.1 0.0 -0.2 0.400
H -0.043282 1.162452 5.387077 -0.7 0.3 -0.1 0.351
H -1.596453 0.988242 4.358598 1.0 0.8 0.1 0.378
H -0.224632 2.739619 1.503190 0.8 1.2 -0.3 0.534
H -1.589192 2.076925 2.280088 0.9 -0.2 0.3 0.459
H 2.323729 0.991366 1.058596 -0.1 -0.7 0.4 0.399
H 2.181460 -0.786270 1.436997 0.0 0.2 0.2 0.421
H -0.235008 -1.822258 2.588373 0.2 -0.9 -0.3 0.423
H -1.719674 -0.850031 2.862779 1.0 -0.1 -0.2 0.360
C -0.434045 1.878244 -4.394834 0.6 1.7 -0.9 -0.911
C -0.086952 2.364632 -3.041216 -0.4 -1.5 1.6 0.807
C 0.484242 3.685599 -2.797193 0.5 0.2 -1.2 -1.152
O -0.337478 1.615402 -1.992548 1.2 2.5 -2.6 -0.703
H -0.073070 0.873948 -4.550178 0.1 -0.4 -0.1 0.198
H -0.003430 2.607017 -5.186069 -0.9 -1.4 1.3 0.408
H -1.539668 1.806150 -4.489598 0.4 0.1 0.0 0.275
H -0.159679 4.159451 -2.033535 0.8 0.1 -0.2 0.344
H 0.440833 4.178170 -3.793940 0.1 0.3 1.0 0.411
H 1.589090 3.596467 -2.521588 -1.4 0.1 0.0 0.318
```
Positions in Å, forces in eV/Å.

charge: +2
Kohn-Sham gap: 5.74 eV
HOMO level: -13.97 eV
LUMO level: -8.23 eV

---

2.
Entry from the OMol25 dataset: C17H25F5NO2P2STb as an isolated structure (ωB97M-V/def2-TZVPD).

Structure (XYZ):
```
54
Properties=species:S:1:pos:R:3:forces:R:3:mulliken_spin:R:1
C -0.958155 0.724995 -4.123156 -0.1 -0.1 0.3 0.201
C -1.007148 0.281056 -2.776375 0.8 0.4 -0.1 -0.053
N -0.028062 0.696603 -1.877451 -0.8 1.4 -0.8 0.019
C 0.746869 1.754586 -2.206797 -0.2 -0.4 0.2 0.008
C 0.741680 2.290918 -3.493718 -0.1 -0.2 -0.2 0.176
C -0.077578 1.728259 -4.476110 0.1 0.0 0.1 -0.044
C -2.097591 -0.515889 -2.349372 -0.1 0.1 -1.0 0.502
P -2.589495 -0.694005 -0.646460 -0.6 -0.3 0.5 0.021
Tb 0.124839 -0.575809 0.188592 -1.0 -1.4 -0.6 5.065
P 2.231479 1.292926 0.180661 -0.4 0.5 -0.1 -0.039
C 1.632934 2.424177 -1.163176 0.1 -0.2 0.0 -0.017
O -0.612498 -3.404539 -5.457322 0.9 0.9 0.1 0.002
O -1.125829 -5.362649 0.031897 0.4 0.1 0.1 0.010
H -1.672018 0.290741 -4.817747 0.2 0.2 0.0 0.004
H 1.411909 3.117705 -3.702323 -0.2 -0.1 -0.1 0.007
H -0.033678 2.090818 -5.499431 -0.1 0.0 0.2 0.000
C -4.148799 0.276570 -0.549679 -0.1 0.2 -0.1 0.077
C -3.321870 -2.377807 -0.701928 0.1 0.1 0.0 0.036
H 2.519296 2.853441 -1.658305 -0.4 0.0 0.1 -0.001
H 1.090717 3.245839 -0.665179 0.0 -0.4 -0.3 0.006
H -0.544971 -4.319235 -5.199684 0.0 -0.5 0.1 0.000
H -2.766876 -0.872856 -3.152968 0.4 0.1 0.4 0.007
C 2.500299 2.436959 1.579629 0.2 0.1 0.2 0.018
C 3.931403 1.004135 -0.418323 0.4 0.0 0.1 -0.001
H 2.009847 -1.432833 0.362029 0.9 -0.5 0.9 0.072
H -0.290228 -5.318169 0.523764 -0.4 0.0 0.0 -0.001
H -0.849688 -5.420740 -0.888062 0.0 -0.1 0.0 0.000
H 0.280871 -3.037751 -5.278120 -0.9 -0.3 -0.2 0.000
H -0.218122 1.087262 1.013803 0.0 1.8 0.3 -0.022
H 1.876937 -1.393663 1.118210 0.9 -0.8 -0.2 -0.050
H -4.936416 -0.237595 -1.118165 0.1 0.2 0.1 -0.001
H -4.450793 0.356808 0.505862 0.1 0.0 -0.4 0.002
H -3.992928 1.280294 -0.962294 -0.1 -0.2 0.2 -0.004
H -4.018654 -2.400428 -1.551239 0.1 -0.3 0.2 -0.001
H -2.534874 -3.135070 -0.817220 -0.3 0.1 0.1 -0.011
H -3.857809 -2.559992 0.239387 0.1 0.0 -0.3 0.004
H 4.513924 1.936116 -0.397672 0.0 -0.3 -0.1 0.000
H 4.406989 0.257671 0.231512 0.0 0.2 -0.2 0.002
H 3.904795 0.611419 -1.443742 0.0 0.0 0.2 0.001
H 3.455415 2.973207 1.484742 -0.3 0.0 0.1 0.002
H 1.662769 3.145091 1.635542 0.2 -0.3 0.0 -0.006
H 2.504170 1.838141 2.503353 0.0 0.3 -0.2 0.001
F 1.327827 1.994310 6.592671 -0.1 -0.2 -0.2 0.000
C 0.871008 1.154509 5.647897 -0.1 -0.2 -0.3 0.003
C -0.204447 1.532454 4.831516 0.2 -0.1 0.1 -0.006
F -0.777501 2.741807 5.007769 0.3 -0.5 0.0 -0.001
C -0.676316 0.657342 3.860025 -0.3 -0.2 -0.2 0.019
F -1.775774 1.009983 3.139475 1.0 -0.2 0.8 0.002
C -0.075262 -0.602140 3.648375 0.3 0.5 0.7 -0.026
S -0.642455 -1.730779 2.476065 -0.5 -0.9 0.1 0.011
C 0.996479 -0.955566 4.492975 -0.2 0.2 -0.2 0.010
F 1.598954 -2.156171 4.325819 -0.2 0.7 0.2 0.002
C 1.464818 -0.102125 5.482490 -0.1 0.2 0.1 -0.006
F 2.479607 -0.480341 6.287979 -0.4 0.2 -0.3 0.000
```
Positions in Å, forces in eV/Å.

charge: 0
Kohn-Sham gap (alpha / beta): 5.22 / 4.88 eV
multiplicity: 7
HOMO level (alpha / beta): -5.39 / -6.98 eV
LUMO level (alpha / beta): -0.17 / -2.10 eV

---

3.
Entry from the OMol25 dataset: C17H25N3O2Pd as an isolated structure (ωB97M-V/def2-TZVPD).

Structure (XYZ):
```
48
Properties=species:S:1:pos:R:3:forces:R:3:mulliken_charge:R:1
Pd 0.763200 -0.047319 -0.157948 -0.2 0.5 -0.2 -0.168
N -2.017321 1.135118 0.247771 -0.2 -0.2 -0.1 -0.257
C -2.773891 0.361587 -0.607497 0.0 0.2 0.1 0.285
C -4.146027 0.499836 -0.657730 0.0 0.0 0.0 -0.713
C -4.936768 -0.225600 -1.560017 0.0 0.0 0.0 -0.555
C -4.364404 -1.108752 -2.428374 -0.1 0.0 0.0 -1.015
C -2.963714 -1.291196 -2.411352 0.0 0.0 0.0 1.279
C -2.337956 -2.202236 -3.288840 0.0 0.0 0.0 -0.523
C -0.985702 -2.353439 -3.246714 0.0 0.0 0.0 -0.838
C -0.251500 -1.597292 -2.318707 -0.1 0.0 0.0 -0.019
N -0.792465 -0.739996 -1.472248 0.4 -0.4 -0.1 -0.225
C -2.147008 -0.564762 -1.506491 -0.1 0.0 0.0 0.031
H -1.096921 0.743118 0.462228 0.1 0.1 0.1 0.176
H -2.514758 1.467787 1.058538 0.0 0.0 0.0 0.298
H -4.616988 1.200284 0.021975 0.0 0.0 0.0 0.325
H -6.008968 -0.077195 -1.557893 0.0 0.0 0.0 0.378
H -4.957399 -1.679666 -3.131309 0.0 0.0 0.0 0.352
H -2.950713 -2.766065 -3.981821 0.0 0.0 0.0 0.393
H -0.462921 -3.037920 -3.900250 0.0 0.0 0.0 0.379
H 0.824258 -1.701665 -2.272472 0.0 0.0 0.0 0.375
C 1.519844 -1.989953 4.069623 0.0 0.0 0.0 -0.573
C 1.216660 -3.121086 3.063906 0.0 0.0 0.0 -0.568
C 0.391364 -2.400999 2.004357 0.0 0.1 0.0 -0.115
O -0.354226 -1.435206 2.731843 0.0 0.0 0.0 -0.372
C 0.590539 -0.846122 3.616365 0.0 0.0 0.0 -0.105
H 2.563444 -1.680091 4.022770 0.0 0.0 0.0 0.313
H 1.309240 -2.298468 5.092663 0.0 0.0 0.0 0.251
H 0.624568 -3.908794 3.530371 0.0 0.0 0.0 0.260
H 2.119672 -3.570806 2.652140 0.0 0.0 0.0 0.317
H -0.309335 -3.025769 1.452776 0.0 0.0 0.0 0.406
H 1.053327 -1.882896 1.285267 -0.1 -0.1 0.0 -0.086
H 0.039662 -0.381870 4.433228 0.0 0.0 0.0 0.337
H 1.158029 -0.075974 3.080638 0.0 0.0 0.0 -0.057
C 2.634913 3.732459 -1.544408 0.0 0.0 0.0 -1.075
N 2.857024 2.521973 -0.777049 0.1 0.0 0.1 0.179
C 3.553192 1.421214 -1.427200 -0.2 -0.1 0.1 -0.605
C 2.130811 2.225194 0.323083 -0.1 0.1 -0.1 0.954
C 1.277049 3.307768 0.934908 0.0 0.0 0.0 -1.501
O 2.237201 1.119028 0.883748 0.3 -0.2 0.1 -0.740
H 3.529708 3.953698 -2.122630 0.0 0.0 0.0 0.365
H 2.448323 4.577228 -0.886945 0.0 0.0 0.0 0.377
H 1.790339 3.626251 -2.233732 0.0 0.0 0.0 0.316
H 3.977973 1.774048 -2.363624 0.0 0.0 0.0 0.366
H 2.835963 0.607129 -1.614094 0.1 0.0 0.0 0.044
H 4.343407 1.033624 -0.786652 0.0 0.0 0.0 0.265
H 1.900007 4.118433 1.318690 0.0 0.0 0.0 0.430
H 0.723927 2.863534 1.756922 0.0 0.0 0.0 0.273
H 0.575341 3.721829 0.212190 0.0 0.0 0.0 0.389
```
Positions in Å, forces in eV/Å.

charge: 0
Kohn-Sham gap: 6.86 eV
HOMO level: -6.48 eV
LUMO level: 0.38 eV

---

4.
Entry from the OMol25 dataset: C17H25N3O3S2 as an isolated structure (ωB97M-V/def2-TZVPD).

Structure (XYZ):
```
50
Properties=species:S:1:pos:R:3:forces:R:3:mulliken_charge:R:1
C -2.125541 2.211427 4.907815 2.6 -0.6 -0.8 -0.615
H -2.424636 2.840816 3.955037 0.0 -1.4 2.1 0.287
O -0.727010 1.639864 4.517581 -3.2 5.9 7.9 -0.378
C -0.735217 0.913995 3.500459 -0.5 -0.6 -6.4 0.554
C 0.787239 0.598836 3.330848 -10.1 -11.0 -1.0 -2.017
N 0.752739 -0.248827 2.156523 0.6 -0.9 -1.8 0.105
C 0.806319 0.428678 1.039592 3.0 -5.7 -4.8 0.201
N 1.175162 -0.187527 -0.232378 -1.9 0.3 1.8 -0.315
C 1.026137 -1.539696 -0.249539 -1.0 5.2 -2.4 -0.064
C 0.742218 -2.257201 0.783576 0.1 0.8 5.4 1.192
C 0.694314 -1.920505 2.171828 0.3 4.9 -0.2 -0.229
O 0.598594 -2.365236 3.267686 0.0 -0.9 -0.5 -0.590
S 0.684336 -3.813528 0.494923 -1.3 -9.2 -0.3 -0.365
C 1.142977 -3.858836 -1.264221 2.2 3.2 0.7 -0.530
H 2.330035 -3.991468 -1.287075 -2.6 0.2 -0.3 0.243
C 0.818939 -2.302733 -1.509257 2.5 0.4 -3.8 -0.172
H -0.115002 -2.009602 -2.113169 0.9 -0.8 1.5 -0.122
H 1.639236 -1.899055 -2.203774 -1.0 -0.6 0.6 0.294
H 0.661465 -4.521307 -1.980626 -0.2 -0.1 0.6 0.434
S 1.094952 2.015332 1.048900 1.2 5.1 0.5 -0.217
C 0.910347 2.500622 -0.673767 -7.3 -7.3 6.4 -1.854
H 0.795899 3.416368 -0.691243 -0.7 9.1 -0.2 0.982
C -0.634586 1.894021 -0.998193 1.3 1.4 3.5 0.724
O -1.511841 1.627583 -0.019374 3.9 1.0 -5.3 -0.739
N -0.708931 1.910336 -2.319245 -12.0 0.6 4.4 0.176
C -0.071934 2.203078 -3.486884 5.4 2.9 4.3 -0.880
H 0.592713 3.170660 -3.133004 -0.7 -2.3 -1.7 0.282
H -0.592914 2.443784 -4.298523 -3.0 1.5 -2.7 0.583
C 0.529751 0.915571 -3.687412 -0.9 -3.8 -1.5 -0.269
C -0.199629 0.068488 -4.815769 1.8 -0.6 7.6 -1.616
C -1.570859 -0.020052 -4.698672 -8.2 3.9 0.6 -0.426
C -2.083714 0.122965 -3.224651 -3.8 -1.4 -1.9 -0.164
H -3.224761 -0.384253 -3.300972 2.9 1.2 0.6 0.359
C -2.297150 1.588181 -2.594888 3.8 -5.1 -0.9 -0.884
H -2.811546 2.208277 -3.273658 -0.2 1.2 -0.6 0.495
H -2.838916 1.208574 -1.748560 0.1 1.4 0.9 0.366
H -1.432945 -0.532878 -2.644374 -0.5 0.3 0.8 -0.183
H -2.293235 0.856857 -5.179768 2.2 -1.5 0.4 0.201
H -2.030160 -0.850849 -5.192091 0.0 -0.9 0.0 0.476
H 0.094481 0.211591 -5.689855 2.8 2.4 -7.7 0.699
H 0.051130 -0.944910 -4.742645 1.3 -1.8 0.9 0.442
H 1.422421 1.007945 -4.044439 5.8 0.7 -2.6 0.891
H 0.767810 0.379923 -2.752484 -0.8 0.0 -0.4 -0.281
H 1.495128 2.093496 -1.274679 5.5 -3.4 -5.1 0.875
H 1.463801 1.194158 3.473098 7.0 7.1 0.7 0.772
H 0.935116 -0.241525 3.995619 0.2 0.2 1.5 0.450
H -1.489789 0.106160 3.631496 1.0 -0.8 -0.6 0.315
H -1.174909 1.559356 2.544835 1.1 -1.7 1.5 0.016
H -1.814123 2.811652 5.786887 -0.7 0.0 -0.7 0.243
H -2.779341 1.347161 5.295805 0.7 1.3 -1.2 0.253
```
Positions in Å, forces in eV/Å.

charge: 0
Kohn-Sham gap: 7.44 eV
HOMO level: -6.95 eV
LUMO level: 0.49 eV

---

5.
Entry from the OMol25 dataset: one molecule with the formula C17H25N5O4S (ωB97M-V/def2-TZVPD).

Structure (XYZ):
```
52
Properties=species:S:1:pos:R:3:forces:R:3:mulliken_charge:R:1
C -2.641581 -3.697488 -0.639194 0.1 -0.1 0.1 -1.034
C -1.401621 -3.966297 0.204403 -0.1 0.2 0.0 -0.280
H -0.563550 -4.247420 -0.436795 0.0 -0.1 0.1 0.224
C -1.010726 -2.747778 1.045001 -0.1 -0.8 0.3 -1.345
N -0.704978 -1.605749 0.222412 0.4 0.4 -0.3 0.804
C 0.418472 -1.379067 -0.488831 -0.2 0.1 0.0 -0.601
N 0.371267 -0.254048 -1.194317 -0.2 0.1 -0.2 -0.346
C -0.840389 0.275818 -0.916611 -0.5 -1.0 0.8 0.063
C -1.544819 -0.542290 -0.048476 0.2 0.7 -0.5 0.241
C -2.847190 -0.205773 0.433923 0.3 -0.1 -0.1 0.783
O -3.525649 -0.841308 1.220253 -0.1 -0.2 0.1 -0.687
N -3.285814 1.003133 -0.116205 -0.2 0.0 0.1 -0.076
C -2.596486 1.851140 -0.972468 0.2 0.0 -0.2 0.762
O -3.085211 2.892385 -1.350015 -0.2 0.3 0.0 -0.666
N -1.338282 1.449335 -1.375789 -0.1 0.1 0.0 -0.004
C -0.513643 2.329318 -2.175655 0.2 0.3 -0.2 -1.001
H 0.318091 2.691748 -1.569195 0.0 0.0 -0.1 0.189
H -0.130959 1.784448 -3.037646 0.0 0.0 0.0 0.314
H -1.134358 3.162639 -2.497528 0.1 -0.1 0.0 0.437
C -4.607024 1.472166 0.270051 -0.3 0.1 0.1 -1.232
H -5.228930 1.589933 -0.616621 0.0 0.0 0.1 0.323
H -5.035109 0.731350 0.941074 0.0 0.1 -0.1 0.408
H -4.526617 2.437284 0.769316 0.0 0.0 0.0 0.336
S 1.780707 -2.451962 -0.420019 0.3 -0.3 0.1 -0.085
C 2.917562 -1.658766 -1.602179 -0.2 0.0 0.2 -0.878
H 3.623138 -2.442782 -1.874989 -0.1 0.1 0.0 0.486
C 3.686082 -0.487811 -0.988085 -0.3 -0.2 -0.4 0.721
O 4.822476 -0.611165 -0.581062 0.4 -0.2 0.2 -0.659
N 2.992732 0.660607 -1.001578 -0.2 0.4 0.1 0.062
C 3.491529 1.882065 -0.424242 -0.1 0.2 0.3 -1.298
H 3.341083 2.697364 -1.138142 0.1 0.0 0.0 0.351
H 4.558892 1.756175 -0.230703 -0.1 0.1 0.0 0.472
C 2.768864 2.226212 0.883816 0.6 0.0 -0.1 0.203
C 2.941656 1.160311 1.989533 -0.1 0.1 -0.1 -0.964
H 3.440796 1.592880 2.855055 0.0 0.0 0.0 0.308
C 1.507612 0.742530 2.331531 -0.1 0.2 -0.1 0.319
H 1.236814 -0.170640 1.801663 0.0 0.0 0.0 -0.502
C 0.696391 1.920885 1.791277 -0.2 -0.1 0.4 -0.495
H 0.679465 2.742196 2.522683 0.0 0.0 0.0 0.390
O 1.372937 2.327652 0.623325 0.1 0.0 -0.3 -0.344
H -0.328702 1.667493 1.518020 0.0 0.0 0.0 0.111
H 1.351190 0.588171 3.396090 0.0 -0.1 0.1 0.511
H 3.537934 0.322054 1.635866 0.1 0.0 0.0 0.356
H 3.138403 3.202033 1.235695 -0.1 -0.1 -0.1 0.472
H 1.994430 0.623076 -1.214030 0.3 -0.1 -0.1 0.248
H 2.326454 -1.348285 -2.461235 0.1 0.0 -0.1 0.370
H -1.843394 -2.460306 1.690445 0.2 0.0 0.0 0.500
H -0.130758 -2.980126 1.652846 -0.1 0.1 0.0 0.411
H -1.593655 -4.792687 0.889470 0.1 -0.1 0.0 0.447
H -3.452717 -3.333458 -0.013063 -0.1 0.0 0.0 0.235
H -2.965760 -4.607881 -1.136346 -0.1 0.0 -0.1 0.412
H -2.437038 -2.949305 -1.402704 0.0 0.1 -0.1 0.226
```
Positions in Å, forces in eV/Å.

charge: 0
Kohn-Sham gap: 8.80 eV
HOMO level: -8.25 eV
LUMO level: 0.55 eV

---

E_tot (computed, eV): -61171.731 -89046.322 -30079.336 -50304.100 -44513.192
Energy relative to the best compared isomer or geometry (same formula, charge and spin) (computed, kJ/mol): 69.9 326.7 0.0 1507.9 0.0